(1)
Formula: C14H27N3O4S
Source: OMol25
Level of theory: ωB97M-V/def2-TZVPD

Properties
Kohn-Sham gap: 8.85 eV
Relative energy (zero: lowest compared OMol25 entry of this formula, charge and spin): 9.5601 eV
LUMO: 0.0171 Eh
Structure (SMILES): CCSC[C@@]1(C[C@@H](C)O)CNC(=O)[C@H]1C[C@@H]1CO1.NC(N)=O

Element x y z (Å)
C (-3.105, 2.573, 2.832)
C (-2.394, 1.391, 3.736)
S (-0.574, 1.352, 3.302)
C (-0.458, 0.336, 1.735)
C (0.963, -0.531, 1.598)
C (2.300, 0.017, 2.364)
C (2.801, 1.515, 1.943)
C (2.338, 2.026, 0.458)
O (2.495, 2.567, 2.969)
C (0.573, -1.848, 2.554)
N (-0.049, -3.034, 1.849)
C (0.431, -2.888, 0.394)
O (0.272, -3.899, -0.469)
C (1.148, -1.402, 0.183)
C (0.876, -0.653, -1.246)
C (-0.725, -1.164, -1.843)
C (-1.849, 0.143, -2.050)
O (-1.911, -0.973, -0.844)
H (-2.284, 3.394, 2.641)
H (-4.062, 3.032, 3.376)
H (-3.478, 2.092, 1.819)
H (-2.912, 0.383, 3.447)
H (-2.549, 1.553, 4.893)
H (-0.712, 0.960, 0.778)
H (-1.306, -0.500, 1.812)
H (3.167, -0.758, 2.163)
H (2.083, -0.001, 3.536)
H (3.994, 1.472, 1.921)
H (2.926, 1.469, -0.419)
H (1.184, 2.043, 0.267)
H (2.696, 3.163, 0.374)
H (3.268, 3.212, 2.893)
H (1.518, -2.245, 3.135)
H (-0.190, -1.524, 3.384)
H (-1.066, -2.868, 2.010)
H (2.318, -1.633, 0.150)
H (1.604, -0.983, -2.102)
H (0.683, 0.499, -1.185)
H (-0.759, -2.098, -2.680)
H (-1.492, 1.196, -1.643)
H (-2.723, 0.018, -2.828)
C (-0.966, -1.016, -5.519)
O (-1.762, -1.232, -4.618)
N (-0.904, 0.160, -6.169)
N (-0.081, -1.936, -5.943)
H (-0.256, 0.356, -6.913)
H (-1.554, 0.880, -5.881)
H (-0.095, -2.836, -5.480)
H (0.581, -1.778, -6.683)

Atoms 1-3, force components in eV/Å:
C -0.280 -0.223 0.334
C -1.525 0.031 -0.788
S -0.348 -0.644 -0.112

=====

(2)
Formula: C55H34F5N20O5S3Tl
Source: OMol25
Level of theory: ωB97M-V/def2-TZVPD

Properties
Kohn-Sham gap (alpha / beta): 4.17 / 4.19 eV
LUMO (alpha / beta): 0.1142 / 0.1142 Eh
Total charge: -2

Element x y z (Å)
Tl (-0.053, -0.176, 0.041)
O (1.127, -4.664, 1.259)
C (1.334, -3.350, 1.264)
O (0.606, -2.539, 1.778)
C (2.667, -3.021, 0.630)
C (3.714, -3.925, 0.787)
C (4.950, -3.605, 0.256)
C (5.079, -2.417, -0.440)
C (3.956, -1.602, -0.577)
N (2.781, -1.873, -0.033)
C (4.139, -0.399, -1.478)
O (5.011, 0.534, -0.999)
O (3.673, -0.287, -2.568)
H (0.178, -4.845, 1.445)
H (3.542, -4.850, 1.316)
H (5.795, -4.272, 0.373)
H (6.017, -2.127, -0.895)
H (5.146, 0.399, -0.053)
C (1.202, 4.236, 4.136)
N (1.252, 2.854, 3.702)
C (0.613, 2.275, 2.671)
N (0.770, 0.968, 2.734)
C (1.518, 0.796, 3.848)
N (1.837, 1.909, 4.475)
C (-0.188, 4.580, 4.625)
C (-0.797, 5.790, 4.329)
C (-2.100, 6.036, 4.749)
C (-2.823, 5.063, 5.414)
C (-2.224, 3.835, 5.688)
C (-0.901, 3.618, 5.327)
C (-3.012, 2.708, 6.182)
N (-4.254, 2.656, 6.526)
N (-4.565, 1.311, 6.676)
C (-3.487, 0.654, 6.418)
O (-2.450, 1.478, 6.124)
C (-3.258, -0.780, 6.189)
C (-2.264, -1.486, 6.862)
C (-1.941, -2.766, 6.448)
C (-2.554, -3.319, 5.328)
C (-3.536, -2.616, 4.647)
C (-4.084, -3.085, 3.318)
N (-3.832, -2.059, 2.332)
C (-2.652, -1.694, 1.821)
N (-2.810, -0.656, 1.031)
C (-4.145, -0.415, 1.100)
N (-4.804, -1.231, 1.894)
C (-3.913, -1.359, 5.112)
H (1.503, 4.894, 3.320)
H (1.933, 4.316, 4.941)
H (0.077, 2.828, 1.903)
H (1.831, -0.172, 4.205)
H (-0.265, 6.533, 3.747)
H (-2.568, 6.982, 4.507)
H (-3.859, 5.220, 5.683)
H (-0.439, 2.662, 5.542)
H (-1.738, -1.026, 7.690)
H (-1.173, -3.323, 6.970)
H (-2.232, -4.283, 4.954)
H (-5.163, -3.227, 3.350)
H (-3.606, -4.009, 2.990)
H (-1.723, -2.203, 2.020)
H (-4.636, 0.370, 0.549)
H (-4.657, -0.788, 4.569)
N (-2.740, 1.806, -2.356)
C (-3.046, 0.465, -2.347)
N (-4.303, 0.067, -2.658)
N (-4.269, -1.231, -2.659)
N (-3.045, -1.576, -2.346)
N (-2.225, -0.542, -2.176)
C (-1.993, 2.602, -1.486)
N (-2.029, 3.920, -1.679)
N (-1.233, 4.415, -0.728)
N (-0.755, 3.450, -0.010)
N (-1.223, 2.262, -0.454)
H (-3.488, 2.346, -2.765)
S (4.393, 3.377, 2.949)
C (4.894, 4.726, 3.876)
C (4.532, 5.898, 3.288)
C (3.840, 5.700, 2.065)
C (3.682, 4.381, 1.736)
C (3.024, 3.805, 0.559)
C (2.725, 2.432, 0.491)
N (2.124, 1.853, -0.517)
C (1.755, 2.604, -1.571)
C (2.018, 3.986, -1.621)
C (1.607, 4.754, -2.761)
C (0.955, 4.165, -3.781)
C (0.647, 2.764, -3.753)
C (-0.102, 2.153, -4.771)
C (-0.400, 0.813, -4.691)
C (0.083, 0.116, -3.563)
N (0.748, 0.665, -2.584)
C (1.046, 1.976, -2.662)
C (-1.220, 0.112, -5.682)
C (-1.541, 0.491, -6.957)
C (-2.382, -0.443, -7.613)
C (-2.687, -1.509, -6.819)
S (-1.962, -1.392, -5.281)
C (2.664, 4.571, -0.530)
H (5.411, 4.574, 4.809)
H (4.748, 6.869, 3.709)
H (3.451, 6.506, 1.460)
H (2.978, 1.779, 1.325)
H (1.801, 5.819, -2.762)
H (0.616, 4.745, -4.631)
H (-0.485, 2.759, -5.583)
H (-0.112, -0.948, -3.449)
H (-1.183, 1.401, -7.419)
H (-2.745, -0.326, -8.624)
H (-3.302, -2.363, -7.052)
H (2.867, 5.636, -0.549)
F (-3.395, -6.245, -1.370)
C (-2.795, -5.017, -1.084)
C (-1.760, -5.024, -0.021)
F (-1.801, -3.816, 0.801)
C (-1.373, -4.755, -1.460)
F (-0.528, -5.678, -2.043)
C (-1.303, -3.394, -2.041)
S (0.089, -2.511, -2.135)
C (-2.686, -2.987, -2.362)
F (-2.879, -3.346, -3.834)
C (-3.518, -3.810, -1.508)
F (-4.264, -3.160, -0.531)

Atoms 1-3, force components in eV/Å:
Tl -0.136 -0.143 -0.116
O -0.187 0.035 -0.030
C -0.166 0.051 0.212

=====

(3)
Formula: C33H68INO14S2
Source: OMol25
Level of theory: ωB97M-V/def2-TZVPD

Properties
Kohn-Sham gap: 8.76 eV
LUMO: 0.0032 Eh
Structure (SMILES): CCOCCO[C@@H]1[C@H](CCCI)S(=O)(=O)O[C@](CCO)(CCCCOC=O)[C@@]1(S)CCCN.COCCOCCOC.COCCOCCOC

Element x y z (Å)
C (7.914, 0.894, -2.515)
C (7.962, -0.484, -3.206)
O (7.074, -0.520, -4.318)
C (5.894, -1.257, -4.081)
C (5.078, -0.740, -2.900)
O (3.830, -1.422, -2.825)
C (3.047, -0.936, -1.736)
C (2.897, -2.040, -0.640)
C (3.133, -3.465, -1.156)
C (3.314, -4.502, -0.001)
C (4.332, -5.542, -0.463)
I (5.117, -6.702, 1.190)
S (1.387, -1.813, 0.341)
O (0.925, -3.013, 0.945)
O (1.750, -0.877, 1.350)
O (0.170, -1.160, -0.477)
C (0.371, -0.909, -1.888)
C (-0.736, 0.137, -2.220)
C (-2.152, -0.425, -2.264)
O (-3.032, 0.650, -2.583)
C (0.102, -2.205, -2.711)
C (-0.824, -3.234, -2.016)
C (-0.192, -4.573, -1.597)
C (-1.287, -5.354, -0.870)
O (-1.649, -4.661, 0.324)
C (-1.886, -5.416, 1.407)
O (-2.457, -4.935, 2.286)
C (1.743, -0.224, -2.258)
S (1.880, -0.282, -4.137)
C (1.856, 1.293, -1.936)
C (1.640, 1.733, -0.469)
C (2.929, 1.836, 0.358)
N (2.633, 2.465, 1.658)
H (8.913, 1.166, -2.170)
H (7.201, 0.887, -1.690)
H (7.634, 1.665, -3.234)
H (7.723, -1.293, -2.505)
H (8.991, -0.664, -3.527)
H (6.144, -2.326, -3.997)
H (5.273, -1.163, -4.976)
H (4.952, 0.341, -3.034)
H (5.622, -0.938, -1.965)
H (3.665, -0.159, -1.291)
H (3.699, -1.869, 0.078)
H (4.097, -3.465, -1.670)
H (2.406, -3.787, -1.901)
H (2.359, -4.922, 0.300)
H (3.787, -3.937, 0.807)
H (5.204, -5.083, -0.921)
H (3.901, -6.227, -1.191)
H (-0.711, 0.829, -1.371)
H (-0.516, 0.732, -3.101)
H (-2.430, -0.904, -1.321)
H (-2.266, -1.172, -3.059)
H (-3.652, 0.373, -3.265)
H (1.008, -2.720, -3.041)
H (-0.396, -1.896, -3.626)
H (-1.598, -3.504, -2.746)
H (-1.365, -2.848, -1.151)
H (0.633, -4.480, -0.896)
H (0.102, -5.123, -2.497)
H (-0.855, -6.327, -0.596)
H (-2.133, -5.580, -1.527)
H (-1.506, -6.446, 1.493)
H (0.605, -0.190, -4.570)
H (2.881, 1.580, -2.199)
H (1.236, 1.906, -2.586)
H (1.267, 2.766, -0.505)
H (0.893, 1.168, 0.091)
H (3.662, 2.420, -0.216)
H (3.385, 0.850, 0.519)
H (3.139, 1.968, 2.385)
H (1.659, 2.243, 1.852)
C (-2.303, -2.309, 3.251)
O (-3.150, -1.219, 3.580)
C (-2.574, 0.026, 3.221)
C (-3.644, 1.065, 2.958)
O (-4.262, 0.937, 1.681)
C (-5.164, -0.148, 1.506)
C (-6.484, 0.029, 2.230)
O (-6.343, -0.270, 3.610)
C (-7.311, 0.380, 4.402)
H (-1.359, -2.238, 3.806)
H (-2.808, -3.222, 3.524)
H (-2.100, -2.329, 2.176)
H (-1.948, -0.082, 2.327)
H (-1.947, 0.358, 4.061)
H (-3.158, 2.044, 2.940)
H (-4.386, 1.090, 3.757)
H (-4.693, -1.099, 1.759)
H (-5.379, -0.169, 0.434)
H (-7.224, -0.666, 1.811)
H (-6.836, 1.058, 2.094)
H (-7.238, 1.468, 4.286)
H (-7.110, 0.133, 5.443)
H (-8.321, 0.043, 4.142)
C (-2.435, 3.575, -1.125)
O (-2.783, 4.058, 0.155)
C (-2.401, 3.154, 1.183)
C (-2.168, 3.886, 2.488)
O (-0.913, 4.554, 2.554)
C (-0.767, 5.737, 1.779)
C (-1.533, 6.926, 2.325)
O (-2.908, 6.835, 1.984)
C (-3.731, 7.548, 2.880)
H (-2.956, 2.639, -1.337)
H (-2.726, 4.324, -1.861)
H (-1.349, 3.420, -1.198)
H (-1.487, 2.616, 0.903)
H (-3.219, 2.432, 1.313)
H (-2.131, 3.137, 3.283)
H (-2.991, 4.562, 2.722)
H (-1.005, 5.555, 0.730)
H (0.297, 5.980, 1.831)
H (-1.137, 7.848, 1.879)
H (-1.409, 6.967, 3.413)
H (-3.613, 7.166, 3.901)
H (-4.765, 7.396, 2.576)
H (-3.504, 8.619, 2.854)

Atoms 1-3, force components in eV/Å:
C 0.177 -0.426 -0.155
C 0.170 0.562 0.266
O -0.042 -0.043 0.235

=====

(4)
Formula: C4H11NO
Source: OMol25
Level of theory: ωB97M-V/def2-TZVPD

Properties
Kohn-Sham gap: 9.52 eV
Relative energy (zero: lowest compared OMol25 entry of this formula, charge and spin): 1.1738 eV
LUMO: 0.0343 Eh
Structure (SMILES): NCCCCO

Element x y z (Å)
C (-1.469, -0.191, -0.611)
O (-1.885, -0.318, 0.749)
C (-0.397, 0.884, -0.846)
C (0.580, 0.991, 0.296)
C (1.227, -0.324, 0.733)
N (1.966, -0.987, -0.294)
H (-2.357, 0.064, -1.207)
H (-1.147, -1.154, -0.956)
H (-2.363, 0.493, 0.940)
H (-0.938, 1.807, -1.042)
H (0.088, 0.552, -1.763)
H (0.163, 1.455, 1.192)
H (1.373, 1.703, 0.091)
H (1.811, -0.091, 1.633)
H (0.455, -0.997, 1.079)
H (2.469, -0.417, -0.948)
H (1.747, -1.921, -0.577)

Atoms 1-3, force components in eV/Å:
C -0.690 0.623 0.066
O 0.033 0.077 -0.204
C -0.706 -0.761 -0.007

=====

| no. | calculated total energy (eV) | largest force on an atom (eV/Å) |
| --- | --- | --- |
| 1 | -38442.4013 | 8.469 |
| 2 | -148410.1388 | 1.513 |
| 3 | -95242.8665 | 4.165 |
| 4 | -7863.3798 | 1.038 |